C15H18N4O4 in the gas phase in a non-equilibrium geometry. Source: the OMol25 dataset; level of theory: ωB97M-V with the def2-TZVPD basis set.

Geometry as ORCA input:
```
! RIJCOSX wB97M-V def2-TZVPD def2/J DEFGRID3
* xyz 0 1
O 4.430 2.961 0.368
O -4.064 -0.832 -1.007
O 0.176 -0.999 -1.791
O -4.659 -0.498 1.086
N 0.260 -3.717 -0.118
N -1.593 -1.336 -0.491
N -2.294 3.049 -1.112
N -3.505 2.320 0.544
C 2.983 -0.080 -1.139
C 0.575 -2.292 0.180
C 3.885 1.751 0.196
C -1.885 0.418 1.379
C -3.483 3.165 -0.445
C -3.790 -0.758 0.297
C -2.296 1.658 0.597
C 3.082 -0.233 1.213
C 2.127 -2.211 -0.105
C -0.315 -1.494 -0.760
C 3.618 1.192 -1.089
C -1.489 2.194 -0.439
C 3.596 1.049 1.376
C 2.776 -0.839 -0.041
C -2.346 -0.968 0.738
H -4.346 3.765 -0.771
H -0.454 2.098 -0.763
H 3.691 1.463 2.347
H 3.073 -0.737 2.155
H 0.514 -1.951 1.237
H 2.541 -2.983 0.650
H 2.200 -2.673 -1.151
H -2.222 -1.820 1.482
H -0.799 0.399 1.530
H 4.441 3.346 -0.558
H -1.942 -0.949 -1.327
H -5.034 -0.557 -0.997
H 0.884 -4.382 0.283
H -0.687 -3.809 0.167
H -1.993 3.564 -1.911
H 2.780 -0.459 -2.120
H -2.364 0.463 2.331
H 3.927 1.720 -2.020
*
```

Calculated values
E_LUMO (eV): 0.6
Kohn-Sham gap (eV): 8.9



A molecular structure, C9H16F4KN2O17S4 in a non-equilibrium geometry. Source: the OMol25 dataset; level of theory: ωB97M-V with the def2-TZVPD basis set.

Geometry as ORCA input:
```
! RIJCOSX wB97M-V def2-TZVPD def2/J DEFGRID3
* xyz -1 1
K -16.507 0.453 8.062
S -14.449 0.536 4.960
S -16.116 3.973 8.853
S -16.389 -0.610 4.585
S -18.379 4.351 8.785
F -14.982 2.853 8.387
F -17.812 -0.563 5.289
F -14.104 1.994 5.544
F -19.557 3.401 8.286
O -12.935 -1.585 11.129
O -16.797 -0.418 3.186
O -15.644 5.147 8.120
O -15.895 3.914 10.290
O -21.127 -1.244 8.728
O -15.888 -1.921 4.933
O -18.680 4.603 10.177
O -14.513 -1.002 9.601
O -17.701 1.085 10.713
O -14.030 0.641 3.565
O -18.629 5.471 7.846
O -19.777 -1.982 10.131
O -13.401 0.465 10.952
O -19.581 1.749 11.726
O -18.901 -0.759 8.387
O -13.592 -0.316 5.803
O -17.795 1.675 12.866
N -16.057 0.638 5.385
N -17.227 3.241 8.295
C -13.698 -0.753 10.499
C -12.794 0.358 12.216
C -19.863 -1.300 8.976
C -20.561 1.375 10.743
C -16.426 1.437 13.080
C -21.598 -0.717 7.484
C -11.992 -0.918 12.001
C -18.309 1.500 11.672
C -18.486 -2.141 10.759
H -20.430 1.735 9.723
H -18.031 -1.153 10.835
H -13.586 0.403 12.963
H -21.540 1.723 11.072
H -11.869 -1.463 12.937
H -17.704 -2.712 10.259
H -16.123 1.513 14.125
H -22.067 0.255 7.637
H -20.871 0.338 10.870
H -12.118 1.213 12.243
H -22.317 -1.473 7.167
H -15.759 2.022 12.447
H -16.381 0.367 12.881
H -18.626 -2.452 11.794
H -20.786 -0.717 6.757
H -11.004 -0.862 11.544
*
```

Calculated values
E_LUMO (eV): 1.7
Kohn-Sham gap (eV): 8.9



A molecular structure, C32H59AsHfN6O in a non-equilibrium geometry. Source: the OMol25 dataset; level of theory: ωB97M-V with the def2-TZVPD basis set.

Geometry as ORCA input:
```
! RIJCOSX wB97M-V def2-TZVPD def2/J DEFGRID3
* xyz 4 1
Hf 10.567 12.847 10.122
As 12.057 16.010 9.335
O 10.943 14.755 9.651
N 11.004 12.974 12.131
N 12.678 12.172 10.050
N 8.919 13.020 8.434
N 7.375 13.585 6.447
N 7.131 8.268 12.470
N 9.621 10.697 10.918
C 12.459 12.144 13.671
C 11.895 9.140 8.678
C 15.740 12.317 8.014
C 16.497 12.782 11.209
C 8.775 13.508 6.048
C 13.632 11.865 9.022
C 12.885 15.389 7.776
C 8.590 10.278 11.905
C 11.305 10.298 6.584
C 15.411 13.364 10.272
C 14.120 10.909 6.923
C 7.995 14.201 8.733
C 15.368 11.563 6.901
C 8.465 8.766 11.997
C 7.153 14.588 7.511
C 11.449 12.820 14.341
C 15.807 14.722 9.765
C 14.904 12.547 9.102
C 9.319 14.147 13.527
C 10.526 13.303 13.393
C 11.075 17.578 8.959
C 9.716 15.690 13.656
C 8.487 13.664 14.727
C 8.488 14.057 12.226
C 13.045 11.854 11.268
C 13.217 11.122 7.961
C 9.691 13.401 7.201
C 7.053 12.199 6.978
C 12.209 12.213 12.345
C 13.035 16.153 10.947
C 11.858 10.483 7.993
C 8.072 11.819 8.119
H 11.723 9.344 6.177
H 8.775 16.241 13.747
H 12.037 9.180 9.761
H 12.523 16.962 11.525
H 12.210 15.059 7.031
H 7.403 13.845 9.582
H 9.105 8.234 12.754
H 8.575 8.311 11.017
H 8.665 11.004 7.782
H 9.061 13.711 15.618
H 8.279 12.589 14.570
H 12.744 8.597 8.248
H 14.004 10.186 6.127
H 10.287 10.101 6.469
H 16.903 13.596 11.844
H 10.369 17.389 8.203
H 7.604 10.674 11.560
H 15.984 12.000 11.783
H 9.026 14.637 11.510
H 10.452 17.818 9.858
H 6.047 12.203 7.465
H 10.156 14.373 7.452
H 11.034 8.520 8.449
H 6.104 14.444 7.757
H 15.265 15.106 8.969
H 15.958 11.383 6.061
H 8.865 10.641 12.859
H 17.388 12.305 10.820
H 13.923 11.346 11.503
H 16.792 14.623 9.261
H 8.339 12.937 11.897
H 7.087 11.413 6.200
H 7.389 15.604 7.182
H 10.184 16.073 12.749
H 7.491 11.638 9.076
H 13.075 15.190 11.542
H 11.542 13.069 15.412
H 15.864 15.435 10.622
H 11.799 18.378 8.509
H 8.891 12.627 5.331
H 6.379 8.869 12.040
H 14.551 13.493 10.938
H 10.482 12.664 6.981
H 13.999 16.449 10.620
H 13.469 14.492 7.966
H 8.699 15.028 9.008
H 7.520 14.460 12.393
H 7.552 14.208 14.827
H 13.371 11.785 14.077
H 7.194 8.300 13.468
H 16.709 12.795 7.933
H 11.210 11.196 8.523
H 10.522 10.575 11.459
H 6.985 7.261 12.254
H 10.307 15.802 14.530
H 13.491 16.222 7.313
H 9.120 14.407 5.448
H 11.575 11.061 5.806
H 9.682 10.020 10.200
*
```

Calculated values
E_LUMO (eV): -11.2
Kohn-Sham gap (eV): 7.0



A molecular structure, C2HO8S2 in a non-equilibrium geometry. Source: the OMol25 dataset; level of theory: ωB97M-V with the def2-TZVPD basis set.

Geometry as ORCA input:
```
! RIJCOSX wB97M-V def2-TZVPD def2/J DEFGRID3
* xyz -1 1
S 0.506 1.358 -0.070
S -1.547 -0.291 0.693
O 2.368 -0.306 -0.197
O -2.645 0.600 0.679
O 1.402 2.169 0.710
O 0.194 -2.316 -1.472
O -0.582 2.031 -0.708
O -1.732 -1.512 1.409
O -1.204 -0.662 -0.819
O -0.247 0.345 1.199
C 1.376 0.160 -1.028
C 0.035 -1.190 -1.118
H 2.075 -0.387 0.721
*
```

Calculated values
E_LUMO (eV): 3.4
Kohn-Sham gap (eV): 8.5



ΔE to the lowest compared entry with this formula, charge and spin in kcal per mole, matching the order above: 71.9; 16.2; 0.0; 0.0